# C34H49BN4O12S4

A cluster of 5 separate species, C34H49BN4O12S4 in total in a non-equilibrium geometry (wB97M-V/def2-TZVPD, OMol25).

Each atom is followed by the atoms it is bonded to, with distances in Å.
Atoms and positions in Å:
1 C -4.20263 2.01986 2.02628  C2 1.533, H36 1.085, H37 1.088, H38 1.084
2 C -4.60005 0.54547 1.89422  C1 1.533, C3 1.516, O31 1.456, H39 1.085
3 C -4.82818 0.15140 0.44825  C2 1.516, O4 1.446, H40 1.084, H41 1.085
4 O -4.56554 -1.26366 0.30892  C3 1.446, C5 1.345
5 C -3.63183 -1.56810 -0.61053  O4 1.345, O6 1.188, C7 1.516
6 O -3.55502 -1.05181 -1.67783  C5 1.188
7 C -2.64672 -2.62092 -0.14322  C5 1.516, S8 1.828, H42 1.085, H43 1.086
8 S -1.07419 -2.43413 -1.05597  C7 1.828, C9 1.792
9 C -0.00228 -2.22347 0.36436  S8 1.792, C10 1.389, C15 1.396
10 C 0.40683 -3.39127 0.99446  C9 1.389, C11 1.381, H44 1.077
11 C 1.22878 -3.31251 2.10137  C10 1.381, C12 1.371, H45 1.077
12 C 1.64317 -2.10393 2.59776  C11 1.371, S13 1.792, C14 1.404
13 S 2.68506 -2.24501 4.04937  C12 1.792, H46 1.341
14 C 1.25695 -0.90133 1.98562  C12 1.404, C15 1.414, C29 1.507
15 C 0.41348 -0.98415 0.85345  C9 1.396, C14 1.414, C16 1.495
16 C -0.01500 0.30286 0.22598  C15 1.495, O17 1.205, C18 1.488
17 O -0.38275 0.41526 -0.91556  C16 1.205
18 C -0.01585 1.50478 1.10246  C16 1.488, C19 1.386, C28 1.393
19 C -0.85547 2.54346 0.73381  C18 1.386, C20 1.378, H47 1.078
20 C -0.90074 3.68436 1.50530  C19 1.378, C21 1.396, H48 1.078
21 C -0.07863 3.79964 2.62737  C20 1.396, S22 1.768, C23 1.402
22 S -0.14842 5.28705 3.57973  C21 1.768, H49 1.338
23 C 0.80360 2.77432 2.99464  C21 1.402, C24 1.509, C28 1.409
24 C 1.67094 2.96390 4.21476  C23 1.509, B25 1.592, H50 1.094, H51 1.078
25 B 0.91385 2.50334 5.53705  C24 1.592, O26 1.384, O27 1.379
26 O 1.59137 1.88136 6.57097  B25 1.384, H52 0.964
27 O -0.43199 2.78368 5.64417  B25 1.379, H53 0.964
28 C 0.81548 1.60056 2.21549  C18 1.393, C23 1.409, C29 1.493
29 C 1.71729 0.44221 2.48877  C14 1.507, C28 1.493, O30 1.201
30 O 2.76951 0.56398 3.05449  C29 1.201
31 O -5.83690 0.31526 2.62703  C2 1.456, C32 1.360
32 C -5.63536 -0.30050 3.82252  O31 1.360, O33 1.186, C34 1.516
33 O -6.13135 -1.34961 4.06547  C32 1.186
34 C -4.79025 0.40410 4.86591  C32 1.516, S35 1.822, H54 1.084, H55 1.082
35 S -3.17722 -0.40126 5.13154  C34 1.822, H56 1.341
36 H -5.05857 2.62802 2.30025  C1 1.085
37 H -3.45315 2.12659 2.80773  C1 1.088
38 H -3.79886 2.41378 1.10005  C1 1.084
39 H -3.84594 -0.11694 2.30753  C2 1.085
40 H -4.18488 0.74228 -0.19345  C3 1.084
41 H -5.87362 0.29089 0.19241  C3 1.085
42 H -2.43640 -2.50552 0.91442  C7 1.085
43 H -3.05295 -3.61674 -0.29216  C7 1.086
44 H 0.08729 -4.33726 0.59107  C10 1.077
45 H 1.54591 -4.22524 2.57747  C11 1.077
46 H 1.83271 -1.85211 5.00779  S13 1.341
47 H -1.49138 2.48292 -0.13457  C19 1.078
48 H -1.54818 4.50400 1.23978  C20 1.078
49 H -1.12944 5.91677 2.92282  S22 1.338
50 H 1.84148 4.03962 4.32135  C24 1.094
51 H 2.64479 2.51163 4.11959  C24 1.078
52 H 1.12416 1.08488 6.84779  O26 0.964
53 H -0.94439 2.04735 5.99631  O27 0.964
54 H -4.63203 1.45429 4.64771  C34 1.084
55 H -5.28814 0.33064 5.82386  C34 1.082
56 H -2.55093 -0.10780 3.98302  S35 1.341
57 C 4.45264 0.50169 6.07751  N58 1.451, H62 1.088, H63 1.091, H64 1.085
58 N 4.83529 1.45457 7.10305  C57 1.451, C59 1.358, H65 1.008
59 C 6.02196 1.56215 7.75444  N58 1.358, C60 1.512, O61 1.221
60 C 7.10648 0.57522 7.38432  C59 1.512, H66 1.085, H67 1.091, H68 1.090
61 O 6.19524 2.42388 8.60159  C59 1.221
62 H 4.17518 1.03210 5.16957  C57 1.088
63 H 3.58964 -0.06964 6.42190  C57 1.091
64 H 5.26054 -0.18458 5.84839  C57 1.085
65 H 4.14968 2.13608 7.38941  N58 1.008
66 H 7.98540 0.78783 7.98477  C60 1.085
67 H 6.78179 -0.44607 7.58632  C60 1.091
68 H 7.36933 0.67105 6.33036  C60 1.090
69 C -2.94558 0.87929 -4.17926  N70 1.454, H74 1.092, H75 1.090, H76 1.083
70 N -2.51025 0.90316 -5.56678  C69 1.454, C71 1.351, H77 1.009
71 C -3.09240 0.31715 -6.63579  N70 1.351, C72 1.510, O73 1.224
72 C -4.35919 -0.47006 -6.39735  C71 1.510, H78 1.086, H79 1.090, H80 1.090
73 O -2.59788 0.42706 -7.75051  C71 1.224
74 H -3.12670 1.90101 -3.83898  C69 1.092
75 H -2.16478 0.43612 -3.56126  C69 1.090
76 H -3.85374 0.30139 -4.05864  C69 1.083
77 H -1.66838 1.40956 -5.79504  N70 1.009
78 H -4.69858 -0.87520 -7.34564  C72 1.086
79 H -4.17322 -1.29453 -5.70863  C72 1.090
80 H -5.13949 0.17390 -5.99117  C72 1.090
81 C 4.01748 -4.30932 -2.85630  N82 1.452, H86 1.091, H87 1.091, H88 1.084
82 N 3.63214 -3.94453 -1.50469  C81 1.452, C83 1.358, H89 1.008
83 C 4.14524 -2.96140 -0.72034  N82 1.358, C84 1.510, O85 1.222
84 C 5.26069 -2.12287 -1.29727  C83 1.510, H90 1.085, H91 1.090, H92 1.090
85 O 3.70875 -2.77259 0.40524  C83 1.222
86 H 3.16216 -4.20566 -3.52534  C81 1.091
87 H 4.35381 -5.34710 -2.87769  C81 1.091
88 H 4.81958 -3.67473 -3.21518  C81 1.084
89 H 2.89144 -4.46585 -1.06344  N82 1.008
90 H 5.55804 -1.38780 -0.55604  C84 1.085
91 H 6.12258 -2.74527 -1.53965  C84 1.090
92 H 4.92444 -1.60115 -2.19384  C84 1.090
93 C -1.47662 -0.25561 -11.27370  N94 1.448, H98 1.092, H99 1.092, H100 1.085
94 N -0.75494 0.22730 -10.11537  C93 1.448, C95 1.355, H101 1.013
95 C 0.58570 0.25166 -9.92017  N94 1.355, C96 1.515, O97 1.222
96 C 1.45919 -0.28620 -11.03450  C95 1.515, H102 1.086, H103 1.091, H104 1.091
97 O 1.06758 0.69027 -8.88594  C95 1.222
98 H -2.07483 0.55175 -11.70049  C93 1.092
99 H -2.14909 -1.06304 -10.97751  C93 1.092
100 H -0.79722 -0.62622 -12.03399  C93 1.085
101 H -1.29292 0.59559 -9.33943  N94 1.013
102 H 2.49798 -0.19948 -10.73128  C96 1.086
103 H 1.23621 -1.33667 -11.22528  C96 1.091
104 H 1.31218 0.28857 -11.94959  C96 1.091

Results
- Spin multiplicity: 1
- Kohn-Sham gap: 7.60 eV
- E_HOMO: -8.803 eV
- Energy: -4064.63853 Eh
- Structure (SMILES): C[C@H](COC(=O)CSc1ccc(S)c2c1C(=O)c1ccc(S)c(CB(O)O)c1C2=O)OC(=O)CS.CNC(C)=O.CNC(C)=O.CNC(C)=O.CNC(C)=O

Results of the Mulliken charge analysis, in e, for atoms 1 through 99: atom 1 (C): -1.5226, atom 2 (C): 1.3718, atom 3 (C): -1.1622, atom 4 (O): -0.3908, atom 5 (C): 0.6510, atom 6 (O): -0.5272, atom 7 (C): -0.6288, atom 8 (S): -0.0276, atom 9 (C): 0.1451, atom 10 (C): -0.7569, atom 11 (C): -0.7619, atom 12 (C): 0.3037, atom 13 (S): -0.2504, atom 14 (C): 0.2088, atom 15 (C): -0.0964, atom 16 (C): 0.4331, atom 17 (O): -0.5807, atom 18 (C): 0.7589, atom 19 (C): -1.5566, atom 20 (C): -0.4762, atom 21 (C): 1.0576, atom 22 (S): -0.2937, atom 23 (C): 0.0158, atom 24 (C): -1.8911, atom 25 (B): 0.9006, atom 26 (O): -0.5160, atom 27 (O): -0.5332, atom 28 (C): 0.5301, atom 29 (C): 0.1365, atom 30 (O): -0.5573, atom 31 (O): -0.4178, atom 32 (C): 0.5859, atom 33 (O): -0.5155, atom 34 (C): -0.5381, atom 35 (S): -0.1139, atom 36 (H): 0.4343, atom 37 (H): 0.1906, atom 38 (H): 0.5107, atom 39 (H): -0.1201, atom 40 (H): 0.4554, atom 41 (H): 0.2813, atom 42 (H): 0.3626, atom 43 (H): 0.4762, atom 44 (H): 0.6138, atom 45 (H): 0.4880, atom 46 (H): 0.1283, atom 47 (H): 0.7810, atom 48 (H): 0.3209, atom 49 (H): 0.1607, atom 50 (H): 0.6460, atom 51 (H): 0.0697, atom 52 (H): 0.2243, atom 53 (H): 0.2333, atom 54 (H): 0.3020, atom 55 (H): 0.3847, atom 56 (H): 0.0544, atom 57 (C): -0.6583, atom 58 (N): -0.0030, atom 59 (C): 0.7375, atom 60 (C): -1.1651, atom 61 (O): -0.6708, atom 62 (H): 0.1259, atom 63 (H): 0.1024, atom 64 (H): 0.4053, atom 65 (H): 0.1515, atom 66 (H): 0.3104, atom 67 (H): 0.3169, atom 68 (H): 0.3293, atom 69 (C): -0.8046, atom 70 (N): -0.0857, atom 71 (C): 0.7102, atom 72 (C): -1.2310, atom 73 (O): -0.6861, atom 74 (H): 0.2304, atom 75 (H): 0.3116, atom 76 (H): 0.2885, atom 77 (H): 0.2303, atom 78 (H): 0.2771, atom 79 (H): 0.3303, atom 80 (H): 0.3534, atom 81 (C): -0.9131, atom 82 (N): -0.1087, atom 83 (C): 0.8191, atom 84 (C): -1.4369, atom 85 (O): -0.5425, atom 86 (H): 0.2823, atom 87 (H): 0.3047, atom 88 (H): 0.3450, atom 89 (H): 0.2090, atom 90 (H): 0.2840, atom 91 (H): 0.3986, atom 92 (H): 0.3828, atom 93 (C): -0.9197, atom 94 (N): -0.0755, atom 95 (C): 0.8387, atom 96 (C): -1.2710, atom 97 (O): -0.6584, atom 98 (H): 0.2836, atom 99 (H): 0.2788